No. 1
The following is a DFT calculation (wB97M-V/def2-TZVPD) of a single C7H11N3 molecule in a non-equilibrium geometry.

Geometry as ORCA input:
```
! RIJCOSX wB97M-V def2-TZVPD def2/J DEFGRID3
* xyz 0 1
C 0.99798 -3.00842 1.75434
C 0.24476 -0.15311 -0.94277
C 0.40237 -1.99205 0.98757
C 0.80624 1.20231 -3.03008
C -0.74405 -1.39854 3.07592
C -0.20238 0.87675 -1.91258
C -0.00314 -0.75190 1.93573
N 1.44244 -3.94664 2.26066
N -0.25697 -1.30773 -1.02063
N 0.13168 -2.20992 -0.20533
H 1.17845 -0.01215 -0.35914
H 1.93713 1.41957 -2.82938
H 0.50413 2.03529 -3.63941
H 0.68519 0.30960 -3.69534
H -1.58285 -0.68357 3.60411
H -0.12669 -1.76681 3.92161
H -1.37352 -2.27595 2.74950
H -1.11757 0.44417 -2.49970
H -0.66160 1.74885 -1.36079
H 0.99851 -0.28275 2.30511
H -0.64612 0.03649 1.35823
*
```

As for the SMILES: CC/C=N/N=C(/C#N)CC. As for the calculated total energy: -437.466069 a.u. The HOMO-LUMO gap is 9.65 eV. Its max |F| is 4.51 eV/Å. The energy above the lowest of the compared OMol25 structures with the same formula, charge and spin comes out at 2.630 eV.

***

No. 2
The following is a DFT calculation (wB97M-V/def2-TZVPD) of a molecular structure, C32H67BrF3I2O16P4 in a non-equilibrium geometry.

Geometry as ORCA input:
```
! RIJCOSX wB97M-V def2-TZVPD def2/J DEFGRID3
* xyz -1 1
C 1.25745 -3.79333 -4.80682
C 2.38901 -4.75947 -4.58366
I 2.46800 -6.27046 -6.03705
C 3.23530 -4.64529 -3.53115
I 4.69747 -6.20451 -3.27116
C 3.14051 -3.54051 -2.58445
Br 4.55481 -3.70713 -1.19289
C 3.39144 -2.19253 -3.27914
C 3.51581 -0.98221 -2.35429
C 2.20247 -0.57541 -1.77680
F 1.62584 0.54173 -2.31298
C 1.52845 -1.18699 -0.81069
F 2.11943 -1.96640 0.08743
F 0.21142 -1.03486 -0.64555
H 0.96214 -3.32769 -3.86601
H 1.54691 -3.03857 -5.54326
H 0.40553 -4.32878 -5.23096
H 4.27653 -2.26642 -3.92768
H 2.54984 -1.96777 -3.93642
H 4.28672 -1.07930 -1.59349
H 3.81606 -0.13192 -2.97520
O 2.84829 4.51020 -0.06231
P 3.47071 3.57404 0.87521
O 2.49319 3.18286 2.07582
C 1.21173 2.59969 1.77002
C 1.35510 1.18762 1.24454
O 4.54178 4.43516 1.74118
C 5.03130 5.68656 1.26810
C 4.37942 6.83038 2.01726
O 4.33989 2.29265 0.62704
C 5.39071 1.80660 1.47779
C 4.89609 1.21318 2.77552
H 0.67956 3.23185 1.05587
H 0.64503 2.60680 2.70043
H 1.87916 1.17509 0.28883
H 0.37637 0.73097 1.10254
H 1.93205 0.57480 1.93753
H 4.87027 5.78615 0.19475
H 6.11071 5.68935 1.44100
H 3.29548 6.71780 2.01792
H 4.63542 7.78913 1.56337
H 4.70668 6.84083 3.05834
H 6.13692 2.58072 1.64853
H 5.88025 1.02926 0.89161
H 4.54330 1.98425 3.46032
H 5.71608 0.67958 3.25789
H 4.07881 0.51594 2.59842
O 6.74024 0.38277 -3.59619
P 7.19075 1.72678 -3.98015
O 8.49405 1.61604 -4.91541
C 8.39220 0.93924 -6.17436
C 7.58041 1.71881 -7.19086
O 7.90791 2.23705 -2.60038
C 7.56059 1.67046 -1.33824
C 8.63695 0.71753 -0.86234
O 6.61300 3.14622 -4.36638
C 7.15854 4.41340 -3.97415
C 8.45810 4.75505 -4.66480
H 7.96711 -0.05546 -6.02104
H 9.41396 0.81012 -6.52949
H 6.53843 1.81265 -6.87717
H 7.60022 1.21452 -8.15725
H 7.97556 2.72827 -7.31029
H 6.59550 1.16664 -1.39099
H 7.45734 2.50555 -0.63986
H 8.88537 -0.00019 -1.64325
H 8.30991 0.17194 0.02455
H 9.55016 1.26400 -0.61771
H 7.25264 4.47601 -2.89323
H 6.39600 5.13915 -4.25965
H 9.28309 4.15388 -4.28461
H 8.69133 5.80557 -4.48383
H 8.38608 4.58980 -5.73951
O -5.29452 -3.19947 -0.94804
P -5.53846 -1.77608 -0.71288
O -6.22110 -1.07224 -1.98239
C -7.43617 -1.60186 -2.52069
C -8.63353 -1.37353 -1.61844
O -4.12448 -1.01899 -0.78457
C -2.87843 -1.71883 -0.62258
C -2.18256 -1.89519 -1.95193
O -6.14752 -1.02541 0.53371
C -5.81815 0.31807 0.92462
C -6.38706 1.37863 0.01142
H -7.30832 -2.66705 -2.72751
H -7.58555 -1.09578 -3.47371
H -8.52703 -1.91915 -0.67926
H -9.54655 -1.71365 -2.10818
H -8.73801 -0.31683 -1.37171
H -3.03844 -2.68003 -0.13524
H -2.26531 -1.11108 0.04415
H -2.86085 -2.31802 -2.69421
H -1.31777 -2.54834 -1.85284
H -1.84546 -0.93229 -2.33700
H -4.74350 0.42908 1.04890
H -6.25714 0.42931 1.91786
H -5.86179 1.40870 -0.94238
H -6.28019 2.35365 0.48842
H -7.44298 1.19829 -0.18819
O -8.07133 -0.18088 5.70961
P -7.84384 -1.62737 5.71708
O -8.95060 -2.41348 4.87574
C -9.15985 -2.06274 3.49798
C -8.00959 -2.48436 2.60675
O -8.27075 -2.15774 7.18646
C -8.36080 -1.26589 8.29712
C -9.80919 -0.96487 8.62051
O -6.52653 -2.46068 5.53368
C -6.24849 -3.73247 6.14496
C -7.05217 -4.87331 5.56698
H -9.33529 -0.98706 3.42039
H -10.07633 -2.56802 3.19600
H -7.09401 -1.94856 2.85979
H -8.24078 -2.27863 1.56400
H -7.80361 -3.54907 2.71997
H -7.80846 -0.34708 8.10279
H -7.88136 -1.76557 9.14206
H -10.34548 -0.65582 7.72354
H -9.88404 -0.17346 9.36759
H -10.30738 -1.85537 9.00719
H -6.35814 -3.67159 7.22555
H -5.18956 -3.90271 5.95182
H -8.09604 -4.82496 5.87546
H -6.63679 -5.81700 5.92247
H -7.01959 -4.86264 4.47847
*
```

As for the calculated total energy: -7298.046151 a.u. The HOMO-LUMO gap is 4.92 eV. Its max |F| is 5.65 eV/Å.